1.
Molecular formula: C22H51BCaN4O2Si2
Method: DFT, ωB97M-V with the def2-TZVPD basis set

Computed properties:
Highest occupied orbital energy ... -5.4 eV
ΔE to the lowest compared entry with this formula, charge and spin ... 3.259 eV
Strongest force on any atom ... 0.07391 Eh/bohr
Molar mass ... 510.738 Da
Calculated total energy ... -2519.75072 Ha
Kohn-Sham gap ... 5.39 eV

Structure (XYZ):
```
83
C22H51BCaN4O2Si2 (ωB97M-V with the def2-TZVPD basis set)
O -1.78 -2.51 -1.22
O -3.02 -1.56 -2.93
C -0.41 -2.89 -1.65
C 0.56 -3.03 -0.53
H -0.13 -2.07 -2.33
H -0.50 -3.82 -2.24
H 0.88 -2.05 -0.16
H 1.42 -3.52 -0.98
H 0.23 -3.64 0.32
C -2.45 -3.33 -0.12
C -3.13 -4.51 -0.73
H -3.10 -2.61 0.39
H -1.64 -3.58 0.57
H -3.66 -4.25 -1.66
H -3.85 -4.94 -0.03
H -2.40 -5.29 -0.97
C -3.68 -0.34 -2.50
C -2.39 -1.44 -4.25
C -3.80 -0.26 -1.01
H -4.67 -0.35 -2.98
H -3.13 0.53 -2.88
H -4.30 -1.13 -0.59
H -4.41 0.61 -0.76
H -2.84 -0.10 -0.52
C -2.96 -2.47 -5.19
H -1.31 -1.57 -4.11
H -2.54 -0.42 -4.63
H -2.80 -3.48 -4.83
H -2.47 -2.36 -6.16
H -4.03 -2.31 -5.30
H -2.43 -2.20 -2.03
Ca 1.28 1.42 1.56
C 0.52 1.51 -0.43
Si 1.13 1.96 -2.11
H -0.45 2.03 -0.25
H 0.25 0.41 -0.46
C 1.98 0.52 -2.96
C 2.31 3.39 -1.82
C -0.32 2.40 -3.22
C 3.60 0.47 0.97
Si 4.39 1.81 1.97
H 3.86 0.38 -0.10
H 3.54 -0.55 1.39
C 5.07 3.14 0.82
C 5.75 1.12 3.07
C 3.16 2.72 3.13
H -0.09 3.28 -3.83
H -1.21 2.64 -2.62
H -0.61 1.58 -3.89
H 2.87 0.19 -2.41
H 2.31 0.83 -3.96
H 1.32 -0.36 -3.09
H 3.21 3.03 -1.31
H 1.80 4.12 -1.17
H 2.61 3.90 -2.75
H 6.18 0.23 2.59
H 5.35 0.82 4.05
H 6.55 1.85 3.23
H 2.36 2.10 3.59
H 2.70 3.60 2.65
H 3.73 3.09 3.99
H 5.94 3.62 1.28
H 4.33 3.93 0.61
H 5.38 2.71 -0.14
B -1.82 -0.40 2.36
N -0.60 -0.92 3.21
C -0.62 -1.79 4.24
C 0.69 -1.91 4.72
C 1.46 -1.07 3.92
N 0.67 -0.43 3.02
N -1.92 1.14 2.67
C -2.90 1.80 3.31
C -2.58 3.16 3.32
C -1.34 3.26 2.66
N -0.91 2.02 2.32
H -2.84 -0.93 2.74
H -1.65 -0.61 1.18
H -1.54 -2.26 4.57
H 1.02 -2.53 5.53
H 2.54 -0.91 3.96
H -3.76 1.28 3.70
H -3.16 3.96 3.73
H -0.77 4.15 2.43
```

Results of the Mulliken charge analysis, in e, for atoms 1 through 5: 0.247, -0.245, 0.554, -1.382, -0.558


2.
Molecular formula: C5H14
Method: DFT, ωB97M-V with the def2-TZVPD basis set

Computed properties:
Highest occupied orbital energy (alpha / beta) ... 1.5 / -7.5 eV
Charge ... -1
ΔE to the lowest compared entry with this formula, charge and spin ... 0.765 eV
Strongest force on any atom ... 0.04580 Eh/bohr
Molar mass ... 74.167 Da
2S+1 ... 2
⟨S²⟩ ... 0.750
Calculated total energy ... -198.80442 Ha
Kohn-Sham gap (alpha / beta) ... 2.71 / 11.75 eV

Structure (XYZ):
```
19
C5H14 (ωB97M-V with the def2-TZVPD basis set)
C 0.94 -1.96 -0.40
C 1.23 -0.93 -1.53
C 1.17 -1.18 0.91
H -0.01 -2.48 -0.52
H 1.72 -2.72 -0.25
H 1.75 -1.56 -2.28
H 1.89 -0.16 -1.18
H 2.22 -0.80 0.94
H 0.59 -0.26 0.95
H 0.32 -0.46 -1.88
H 0.93 -1.65 1.86
C -1.15 2.35 0.26
C -2.13 1.20 0.54
H -1.29 3.21 -0.46
H -1.11 2.88 1.23
H -0.18 1.95 -0.04
H -2.18 0.53 -0.30
H -3.11 1.49 0.89
H -1.59 0.56 1.25
```

Results of the Mulliken charge analysis, in e, for atoms 1 through 5: -0.475, -1.445, -1.512, 0.669, 0.249


3.
Molecular formula: C9H12NO2
Method: DFT, ωB97M-V with the def2-TZVPD basis set

Computed properties:
Highest occupied orbital energy (alpha / beta) ... -10.6 / -10.6 eV
Charge ... +1
ΔE to the lowest compared entry with this formula, charge and spin ... 5.871 eV
Strongest force on any atom ... 0.10779 Eh/bohr
Molar mass ... 166.200 Da
Calculated total energy ... -554.92192 Ha
Kohn-Sham gap (alpha / beta) ... 6.15 / 6.15 eV

Structure (XYZ):
```
24
C9H12NO2 (ωB97M-V with the def2-TZVPD basis set)
C 1.13 -0.49 -1.57
C 2.51 -0.05 -1.54
C 3.58 1.36 0.25
C -1.59 -1.01 1.27
C -1.35 -0.52 -1.23
C -0.16 -0.48 1.52
C -1.30 1.22 0.44
C -2.09 -0.12 0.04
C 0.02 -0.21 -0.85
N -0.05 0.48 0.42
O 4.03 1.99 1.12
O 2.85 0.58 -0.36
H 0.94 -1.08 -2.41
H 3.27 -0.51 -2.18
H -1.67 -2.05 1.03
H -2.13 -0.86 2.22
H -1.49 -1.60 -1.52
H -1.73 0.01 -2.09
H -0.19 0.03 2.52
H 0.56 -1.39 1.60
H -1.35 2.06 -0.43
H -1.50 1.61 1.41
H -3.09 -0.09 -0.10
H 0.81 1.11 0.44
```

Results of the Mulliken charge analysis, in e, for atoms 1 through 5: -0.197, -0.718, 0.735, -0.750, -0.939


4.
Molecular formula: C20H22N3O5Pb
Method: DFT, ωB97M-V with the def2-TZVPD basis set

Computed properties:
Highest occupied orbital energy ... -5.8 eV
Charge ... -1
ΔE to the lowest compared entry with this formula, charge and spin ... 0.000 eV
Strongest force on any atom ... 0.00297 Eh/bohr
Molar mass ... 591.612 Da
Calculated total energy ... -1508.81287 Ha
Kohn-Sham gap ... 8.38 eV

Structure (XYZ):
```
51
C20H22N3O5Pb (ωB97M-V with the def2-TZVPD basis set)
Pb 0.31 -0.98 -0.42
C -0.96 3.73 -0.51
C 0.51 3.33 -0.63
C 1.09 3.00 0.75
C 0.75 2.20 -1.61
C 2.06 1.78 -1.87
C 2.33 0.78 -2.79
C 1.31 0.15 -3.50
C 1.60 -0.93 -4.50
C 0.00 0.55 -3.23
C -0.27 1.56 -2.30
H -1.05 4.58 0.17
H -1.55 2.91 -0.09
H -1.38 4.02 -1.47
H 1.06 4.19 -1.03
H 0.58 2.13 1.17
H 0.95 3.85 1.42
H 2.15 2.78 0.70
H 2.89 2.24 -1.35
H 3.36 0.48 -2.95
H 1.88 -0.50 -5.47
H 0.73 -1.57 -4.66
H 2.43 -1.56 -4.17
H -0.82 0.06 -3.74
H -1.30 1.82 -2.11
O -3.05 1.01 1.44
C -2.17 0.18 1.27
O -1.11 0.40 0.55
C -2.24 -1.16 2.00
C -0.89 -1.56 2.62
C -1.11 -2.60 3.72
C -1.48 -3.85 2.89
C -1.37 -3.32 1.46
O -0.29 -2.37 1.58
C -2.57 -2.42 1.12
C -2.70 -2.18 -0.39
O -3.81 -2.11 -0.88
O -1.58 -2.12 -1.05
H -3.00 -1.04 2.77
H -0.22 -0.74 2.86
H -1.89 -2.30 4.42
H -0.19 -2.76 4.28
H -2.48 -4.23 3.10
H -0.77 -4.67 3.05
H -1.13 -4.05 0.69
H -3.51 -2.86 1.44
N 5.22 1.95 -0.22
C 4.66 1.44 0.67
N 4.08 0.90 1.72
C 2.99 0.24 1.56
N 1.98 -0.35 1.50
```

Results of the Mulliken charge analysis, in e, for atoms 1 through 5: 1.513, -1.777, 0.641, -1.036, 0.098


5.
Molecular formula: C2H6INO3P
Method: DFT, ωB97M-V with the def2-TZVPD basis set

Computed properties:
Highest occupied orbital energy (alpha / beta) ... -3.7 / -3.7 eV
Charge ... -1
ΔE to the lowest compared entry with this formula, charge and spin ... 1.165 eV
Strongest force on any atom ... 0.07292 Eh/bohr
Molar mass ... 249.952 Da
Calculated total energy ... -999.37636 Ha
Kohn-Sham gap (alpha / beta) ... 6.54 / 6.56 eV

Structure (XYZ):
```
14
C2H6INO3P (ωB97M-V with the def2-TZVPD basis set)
C -1.63 1.24 0.50
C 0.26 -0.80 0.54
N -0.44 -1.74 -0.15
O 2.80 -0.41 -0.32
O 1.71 1.65 0.26
O 0.79 0.39 -1.75
P 1.32 0.37 -0.39
I -3.24 0.01 -0.18
H -2.04 1.78 1.47
H -1.41 2.02 -0.28
H 0.09 -0.94 1.54
H 3.36 0.27 -0.60
H -0.97 -2.27 0.47
H -0.60 -1.57 -1.12
```

Results of the Mulliken charge analysis, in e, for atoms 1 through 5: -0.746, -0.252, -0.347, -0.576, -0.768


6.
Molecular formula: C33H35CaN3O2S
Method: DFT, ωB97M-V with the def2-TZVPD basis set

Computed properties:
Highest occupied orbital energy ... -7.5 eV
ΔE to the lowest compared entry with this formula, charge and spin ... 0.589 eV
Strongest force on any atom ... 0.00996 Eh/bohr
Molar mass ... 577.807 Da
Calculated total energy ... -2669.12810 Ha
Kohn-Sham gap ... 7.84 eV

Structure (XYZ):
```
75
C33H35CaN3O2S (ωB97M-V with the def2-TZVPD basis set)
Ca 0.67 0.25 0.16
C -1.14 -0.87 3.47
C 0.24 -0.99 2.89
C 0.59 -2.07 2.08
C 1.89 -2.22 1.59
C 2.27 -3.39 0.72
C 2.83 -1.24 1.90
C 2.50 -0.14 2.67
C 3.52 0.93 2.96
C 1.21 -0.03 3.17
H -1.86 -1.46 2.91
H -1.46 0.17 3.48
H -1.15 -1.22 4.51
H -0.16 -2.82 1.84
H 1.39 -3.92 0.37
H 2.88 -4.10 1.29
H 2.85 -3.06 -0.14
H 3.83 -1.33 1.48
H 4.11 0.68 3.85
H 3.04 1.89 3.13
H 4.22 1.04 2.12
H 0.93 0.84 3.76
C -1.53 -0.09 -2.44
N -0.31 -0.72 -1.92
C -0.64 -2.02 -1.32
C 0.68 -0.88 -2.99
C 2.09 -1.11 -2.49
C 2.92 -1.92 -3.27
C 4.26 -2.04 -2.97
C 4.77 -1.32 -1.90
C 3.92 -0.55 -1.11
C 2.54 -0.43 -1.34
H -1.98 -0.68 -3.25
H -1.28 0.90 -2.83
H -2.25 0.02 -1.63
H -1.08 -2.71 -2.06
H -1.34 -1.86 -0.51
H 0.27 -2.48 -0.93
H 0.68 0.05 -3.57
H 0.37 -1.68 -3.67
H 2.51 -2.46 -4.12
H 4.91 -2.67 -3.57
H 5.83 -1.37 -1.67
H 4.37 -0.01 -0.28
O 0.67 2.39 1.02
S -0.61 2.65 1.70
O -0.55 2.76 3.14
N -1.57 1.55 1.10
C -2.85 1.43 1.64
C -3.47 2.39 2.43
C -4.77 2.24 2.92
C -5.51 1.13 2.64
C -4.93 0.11 1.84
C -5.64 -1.07 1.53
C -5.05 -2.03 0.78
C -3.74 -1.81 0.33
N -3.04 -0.73 0.59
C -3.62 0.25 1.34
C -1.13 4.24 1.10
C -1.63 4.34 -0.20
C -2.02 5.58 -0.67
C -1.92 6.70 0.14
C -1.43 6.59 1.44
C -1.03 5.35 1.92
H -2.92 3.29 2.69
H -5.19 3.03 3.53
H -6.52 1.01 3.01
H -6.65 -1.19 1.91
H -5.57 -2.95 0.52
H -3.25 -2.57 -0.27
H -1.71 3.45 -0.81
H -2.41 5.68 -1.68
H -2.23 7.67 -0.23
H -1.36 7.46 2.07
H -0.66 5.23 2.93
```

Results of the Mulliken charge analysis, in e, for atoms 1 through 5: 1.872, -1.716, 1.173, -0.696, 0.831


7.
Molecular formula: C29H29BrN2O5PRu
Method: DFT, ωB97M-V with the def2-TZVPD basis set

Computed properties:
Highest occupied orbital energy (alpha / beta) ... -13.6 / -13.6 eV
Charge ... +2
ΔE to the lowest compared entry with this formula, charge and spin ... 0.537 eV
Strongest force on any atom ... 0.03300 Eh/bohr
Molar mass ... 697.508 Da
2S+1 ... 6
⟨S²⟩ ... 8.762
Calculated total energy ... -4617.78727 Ha
Kohn-Sham gap (alpha / beta) ... 7.82 / 5.10 eV

Structure (XYZ):
```
68
C29H29BrN2O5PRu (ωB97M-V with the def2-TZVPD basis set)
Ru 0.70 -0.44 0.01
C 3.28 -1.30 -1.93
O 2.68 -0.20 -1.22
C 3.62 0.80 -0.80
C 3.62 0.94 0.71
O 2.28 0.94 1.18
C 2.18 1.16 2.60
H 3.99 -1.84 -1.30
H 3.78 -0.93 -2.82
H 2.48 -1.98 -2.22
H 3.32 1.74 -1.27
H 4.62 0.54 -1.13
H 4.11 1.88 0.98
H 4.17 0.12 1.19
H 2.34 2.22 2.82
H 2.91 0.56 3.13
H 1.18 0.87 2.91
O -0.30 -2.56 -2.29
N -0.96 -1.59 -1.59
C -2.17 -1.46 -1.96
C -3.11 -0.48 -1.42
C -4.47 -0.78 -1.51
C -5.41 0.09 -1.00
C -5.02 1.29 -0.42
C -3.68 1.61 -0.34
C -2.72 0.73 -0.83
P -0.98 1.19 -0.66
C -0.91 1.99 0.97
C -0.56 3.31 1.22
C -0.64 3.79 2.52
C -1.06 2.97 3.56
C -1.39 1.64 3.31
C -1.31 1.14 2.02
C -0.47 2.32 -1.95
C -1.23 2.55 -3.09
C -0.73 3.40 -4.07
C 0.51 4.00 -3.92
C 1.27 3.76 -2.78
C 0.79 2.92 -1.80
H 0.38 -2.89 -1.67
H -2.55 -2.14 -2.72
H -4.78 -1.71 -1.96
H -6.47 -0.16 -1.06
H -5.76 1.98 -0.04
H -3.37 2.56 0.09
H -0.25 3.96 0.42
H -0.39 4.82 2.72
H -1.15 3.36 4.56
H -1.70 0.99 4.12
H -1.58 0.11 1.82
H -2.20 2.08 -3.22
H -1.33 3.60 -4.95
H 0.89 4.65 -4.70
H 2.24 4.24 -2.67
H 1.35 2.73 -0.89
Br 1.26 -8.18 0.48
C 0.94 -6.61 1.47
C 0.61 -6.69 2.82
N 0.37 -5.61 3.54
C 0.43 -4.41 3.00
C 0.76 -4.24 1.66
C 1.02 -5.37 0.88
C 0.82 -2.89 1.06
O 0.46 -1.88 1.74
O 1.22 -2.73 -0.13
H 0.54 -7.65 3.33
H 0.22 -3.56 3.63
H 1.28 -5.27 -0.17
```

Results of the Mulliken charge analysis, in e, for atoms 1 through 5: 0.905, -0.864, -0.143, -0.459, -0.676


8.
Molecular formula: C4H4N2S3
Method: DFT, ωB97M-V with the def2-TZVPD basis set

Computed properties:
SMILES ... S=c1[nH]ccs1.N=C=S
Highest occupied orbital energy ... -8.0 eV
ΔE to the lowest compared entry with this formula, charge and spin ... 0.342 eV
Strongest force on any atom ... 0.08148 Eh/bohr
Molar mass ... 176.291 Da
Calculated total energy ... -1458.86384 Ha
Kohn-Sham gap ... 8.58 eV

Structure (XYZ):
```
13
C4H4N2S3 (ωB97M-V with the def2-TZVPD basis set)
S 0.82 1.15 -0.14
C -0.66 0.53 0.11
N -1.02 -0.78 -0.14
C -2.40 -1.00 -0.17
C -3.15 0.10 0.15
S -2.08 1.43 0.52
H -0.24 -1.29 -0.41
H -2.87 -2.02 -0.33
H -4.16 0.36 0.10
N 3.98 1.13 0.17
C 3.80 -0.02 0.13
S 3.62 -1.54 0.35
H 4.36 1.95 -0.33
```

Results of the Mulliken charge analysis, in e, for atoms 1 through 5: -0.375, 0.231, -0.059, -0.403, -0.235


9.
Molecular formula: C3H8OS2
Method: DFT, ωB97M-V with the def2-TZVPD basis set

Computed properties:
SMILES ... C=CO.CSS
Highest occupied orbital energy ... -8.7 eV
ΔE to the lowest compared entry with this formula, charge and spin ... 2.051 eV
Strongest force on any atom ... 0.05172 Eh/bohr
Molar mass ... 124.230 Da
Calculated total energy ... -990.63521 Ha
Kohn-Sham gap ... 8.85 eV

Structure (XYZ):
```
14
C3H8OS2 (ωB97M-V with the def2-TZVPD basis set)
C 0.30 1.12 1.62
C 1.02 0.18 0.97
O 1.97 -0.49 1.69
H -0.41 1.76 1.14
H 0.52 1.38 2.61
H 1.23 0.00 -0.11
H 1.56 -1.07 2.29
C -0.92 0.21 -2.05
S -1.39 -1.52 -2.01
S -0.31 -2.21 -0.26
H -1.52 0.79 -2.81
H -1.25 0.56 -1.13
H 0.14 0.40 -2.25
H -0.95 -1.11 0.30
```

Results of the Mulliken charge analysis, in e, for atoms 1 through 5: -0.627, -0.197, -0.509, 0.247, 0.290


10.
Molecular formula: C3H5O2S2
Method: DFT, ωB97M-V with the def2-TZVPD basis set

Computed properties:
Highest occupied orbital energy ... -2.3 eV
Charge ... -1
ΔE to the lowest compared entry with this formula, charge and spin ... 2.755 eV
Strongest force on any atom ... 0.06835 Eh/bohr
Molar mass ... 137.205 Da
Calculated total energy ... -1064.13754 Ha
Kohn-Sham gap ... 5.69 eV

Structure (XYZ):
```
12
C3H5O2S2 (ωB97M-V with the def2-TZVPD basis set)
C 2.78 -0.10 0.07
C -0.27 -1.18 0.23
C -1.10 1.07 -0.76
O 3.16 0.23 1.12
O 2.80 -0.49 -1.05
S -2.68 1.64 0.04
S 0.22 0.61 0.41
H -1.19 -1.32 0.69
H 0.36 -1.71 0.88
H -0.19 -1.24 -0.90
H -0.73 2.15 -1.23
H -3.16 0.35 0.50
```

Results of the Mulliken charge analysis, in e, for atoms 1 through 5: 0.715, -1.002, -0.616, -0.422, -0.436


11.
Molecular formula: ClHIOPS
Method: DFT, ωB97M-V with the def2-TZVPD basis set

Computed properties:
Highest occupied orbital energy ... -10.1 eV
ΔE to the lowest compared entry with this formula, charge and spin ... 2.093 eV
Strongest force on any atom ... 0.05144 Eh/bohr
Molar mass ... 242.405 Da
Calculated total energy ... -1573.27602 Ha
Kohn-Sham gap ... 6.94 eV

Structure (XYZ):
```
6
ClHIOPS (ωB97M-V with the def2-TZVPD basis set)
O 0.24 0.97 -0.84
P -0.41 -0.31 -0.10
S -1.66 -1.20 -1.30
Cl 2.07 -1.55 0.64
I -1.19 0.60 2.02
H 0.94 1.50 -0.42
```

Results of the Mulliken charge analysis, in e, for atoms 1 through 5: -0.415, 0.502, -0.208, -0.401, 0.151